# 1
Formula: C3H3N3OS
Source: the Open Molecules 2025 dataset
Level of theory: ωB97M-V/def2-TZVPD

**Spin multiplicity**: 1
**Energy above the lowest of the compared OMol25 structures with the same formula, charge and spin**: 83.6 kJ/mol
**SMILES string**: O=c1nc[nH]c(S)n1
**Maximum force**: 1.62 eV/A
**M**: 129.14 g/mol

```
11
Properties=species:S:1:pos:R:3:lowdin_charge:R:1
O -2.3964 -1.4502 0.0000 0.07
C -1.5356 -0.5930 0.0035 -0.51
N -1.8892 0.7822 -0.0031 0.15
C -0.9468 1.6348 0.0072 -0.16
N 0.3974 1.3235 -0.0076 0.07
C 0.7102 -0.0190 -0.0007 -0.72
S 2.4098 -0.5072 0.0008 0.86
N -0.1686 -0.9475 -0.0022 0.12
H -1.1537 2.7161 0.0137 0.14
H 1.0820 2.0301 -0.0144 0.11
H 2.9431 0.7267 0.0183 -0.14
```


# 2
Formula: C3H3N3S
Source: the Open Molecules 2025 dataset
Level of theory: ωB97M-V/def2-TZVPD

**Spin multiplicity**: 1
**Energy above the lowest of the compared OMol25 structures with the same formula, charge and spin**: 250.4 kJ/mol
**SMILES string**: S/C=C1/C=NN=N1
**Maximum force**: 2.33 eV/A
**M**: 113.15 g/mol

```
10
Properties=species:S:1:pos:R:3:lowdin_charge:R:1
S -2.4455 -0.7446 -0.0277 0.85
C -1.0987 0.2993 0.0044 -0.43
C 0.1936 -0.1815 0.0828 -0.39
C 1.4549 0.5863 0.0085 -0.13
N 2.4521 -0.2323 -0.0617 0.02
N 1.8574 -1.5164 -0.0490 -0.03
N 0.6132 -1.4960 0.0725 0.02
H -3.3527 0.2620 0.0444 -0.10
H -1.3020 1.3418 -0.1513 0.07
H 1.6275 1.6816 0.0772 0.12
```


# 3
Formula: C3H3N3S
Source: the Open Molecules 2025 dataset
Level of theory: ωB97M-V/def2-TZVPD

**Spin multiplicity**: 1
**Energy above the lowest of the compared OMol25 structures with the same formula, charge and spin**: 443.1 kJ/mol
**SMILES string**: C1=NN=CSN=C1
**Maximum force**: 7.81 eV/A
**M**: 113.15 g/mol

```
10
Properties=species:S:1:pos:R:3:lowdin_charge:R:1
C 1.2655 -0.1824 -0.5199 -0.18
N 0.9149 1.0392 -0.5929 0.02
N -0.0098 1.4704 0.1824 -0.06
C -1.3027 1.3073 0.2216 -0.36
S -1.9627 -0.2184 -0.5228 0.85
N -0.7557 -1.2831 0.1186 -0.34
C 0.5369 -1.1320 0.2449 -0.24
H 2.2387 -0.6652 -0.8167 0.13
H -1.8079 1.8520 0.8626 0.01
H 0.8829 -2.1879 0.8222 0.17
```


# 4
Formula: C3H3N4O2S2
Source: the Open Molecules 2025 dataset
Level of theory: ωB97M-V/def2-TZVPD

**Spin multiplicity**: 1
**Charge**: +1
**Energy above the lowest of the compared OMol25 structures with the same formula, charge and spin**: 515.0 kJ/mol
**Maximum force**: 5.13 eV/A
**M**: 191.22 g/mol

```
14
Properties=species:S:1:pos:R:3:lowdin_charge:R:1
C 0.2081 0.6156 1.0399 0.00
C 0.2693 -1.5536 0.0407 -0.03
C -0.9965 -1.0704 0.1514 -0.46
N -1.0087 0.3705 0.6259 -0.16
N -2.1542 0.9378 0.9140 -0.10
N -2.9861 -0.5560 -1.1974 -0.28
N 0.9737 -0.5051 0.7241 0.03
O -3.5024 -1.0689 1.0290 -0.42
O -4.3211 1.3191 -0.5418 -0.14
S -2.5862 -1.7419 -0.0291 1.15
S -3.2478 0.5637 -0.0624 0.86
H 0.5419 1.4114 1.7525 0.18
H -2.8264 -0.4327 -2.2187 0.17
H 2.0223 -0.7252 0.8332 0.19
```


# 5
Formula: C3H3N5
Source: the Open Molecules 2025 dataset
Level of theory: ωB97M-V/def2-TZVPD

**Spin multiplicity**: 1
**Energy above the lowest of the compared OMol25 structures with the same formula, charge and spin**: 298.1 kJ/mol
**SMILES string**: [H]/N=c1\nccnnn1
**Maximum force**: 3.37 eV/A
**M**: 109.09 g/mol

```
11
Properties=species:S:1:pos:R:3:lowdin_charge:R:1
H -0.7550 -0.7698 -2.6410 0.06
N -0.9932 0.0518 -2.1177 0.18
C -0.1627 0.3163 -1.2209 -0.52
N 0.9499 -0.4180 -0.7464 0.14
C 1.0085 -0.7498 0.4911 -0.10
C 0.0004 -0.3192 1.5213 -0.09
N -0.8793 0.6329 1.3651 0.00
N -0.8066 1.7070 0.5409 0.03
N -0.2893 1.6012 -0.6071 0.10
H 1.8927 -1.1667 0.9580 0.10
H 0.0346 -0.8856 2.4567 0.10
```


# 6
Formula: C3H3N5
Source: the Open Molecules 2025 dataset
Level of theory: ωB97M-V/def2-TZVPD

**Spin multiplicity**: 1
**Energy above the lowest of the compared OMol25 structures with the same formula, charge and spin**: 530.3 kJ/mol
**SMILES string**: N=c1nnccnn1
**Maximum force**: 6.15 eV/A
**M**: 109.09 g/mol

```
11
Properties=species:S:1:pos:R:3:lowdin_charge:R:1
N 0.1575 0.9592 1.9325 0.13
C 0.4224 0.7579 0.6517 -0.43
N 1.4836 -0.1189 0.0475 0.07
N 1.0364 -1.1769 -0.2016 -0.02
C -0.3118 -1.4874 0.0980 -0.07
C -1.2762 -0.7481 -0.8204 -0.08
N -0.9908 0.5629 -1.2756 -0.01
N -0.2044 1.3452 -0.6053 0.06
H -0.6568 1.7445 1.7549 0.12
H -0.6057 -2.6328 0.5646 0.17
H -2.1200 -1.2463 -1.1777 0.06
```


# 7
Formula: C3H3NO
Source: the Open Molecules 2025 dataset
Level of theory: ωB97M-V/def2-TZVPD

**Spin multiplicity**: 1
**Energy above the lowest of the compared OMol25 structures with the same formula, charge and spin**: 179.3 kJ/mol
**SMILES string**: Cc1nc1=O
**Maximum force**: 2.28 eV/A
**M**: 69.06 g/mol

```
8
Properties=species:S:1:pos:R:3:lowdin_charge:R:1
C 0.0826 -0.0228 0.0727 -0.02
C 1.3469 -0.1895 0.8113 -0.36
N 1.8152 -0.6456 1.9192 0.24
C 2.7014 0.0773 0.7089 -0.25
O 3.8396 0.3279 0.5778 0.14
H 0.2717 0.4508 -0.8872 0.08
H -0.6124 0.5851 0.6536 0.09
H -0.3785 -0.9988 -0.0746 0.09
```


# 8
Formula: C3H3NO
Source: the Open Molecules 2025 dataset
Level of theory: ωB97M-V/def2-TZVPD

**Spin multiplicity**: 1
**Energy above the lowest of the compared OMol25 structures with the same formula, charge and spin**: 403.4 kJ/mol
**Maximum force**: 2.67 eV/A
**M**: 69.06 g/mol

```
8
Properties=species:S:1:pos:R:3:lowdin_charge:R:1
C -0.2926 1.1089 -0.2089 -0.24
C 0.5417 1.0215 0.7957 0.32
C -0.1012 -1.2391 -0.4261 -0.39
N -0.4885 -0.0662 -0.8549 0.03
O 0.6678 -1.4739 0.5669 -0.05
H -0.8109 2.0788 -0.4247 0.14
H 1.1246 0.6647 1.5635 0.04
H -0.6409 -2.0947 -1.0115 0.15
```


# 9
Formula: C3H3NO
Source: the Open Molecules 2025 dataset
Level of theory: ωB97M-V/def2-TZVPD

**Spin multiplicity**: 1
**Energy above the lowest of the compared OMol25 structures with the same formula, charge and spin**: 87.7 kJ/mol
**SMILES string**: CC(=O)C#N
**Maximum force**: 6.32 eV/A
**M**: 69.06 g/mol

```
8
Properties=species:S:1:pos:R:3:lowdin_charge:R:1
C 1.0800 1.1398 0.0177 -0.03
C 0.4070 -0.2516 -0.1479 -0.42
O 1.0768 -1.2585 0.0607 0.10
C -1.0110 -0.0352 -0.0666 -0.13
N -2.1917 0.0751 0.0648 0.19
H 1.5455 1.2599 1.0330 0.11
H 1.9741 1.2018 -0.6185 0.08
H 0.3519 1.9628 -0.1731 0.09
```


# 10
Formula: C3H3NO2
Source: the Open Molecules 2025 dataset
Level of theory: ωB97M-V/def2-TZVPD

**Spin multiplicity**: 1
**Energy above the lowest of the compared OMol25 structures with the same formula, charge and spin**: 216.6 kJ/mol
**SMILES string**: N#CC(=O)CO
**Maximum force**: 4.99 eV/A
**M**: 85.06 g/mol

```
9
Properties=species:S:1:pos:R:3:lowdin_charge:R:1
N 0.2483 2.4530 1.2534 0.16
C -0.0557 1.4386 0.6977 -0.09
C -0.7917 0.1164 0.4480 -0.34
O -1.7685 -0.1452 1.1115 0.13
C -0.0290 -0.7523 -0.6119 -0.19
O 1.2000 -0.2409 -1.0952 -0.05
H 0.1036 -1.7113 -0.0737 0.14
H -0.7340 -0.9554 -1.3872 0.12
H 1.8269 -0.2029 -0.3426 0.11
```


# 11
Formula: C3H3NO2
Source: the Open Molecules 2025 dataset
Level of theory: ωB97M-V/def2-TZVPD

**Spin multiplicity**: 1
**Energy above the lowest of the compared OMol25 structures with the same formula, charge and spin**: 140.4 kJ/mol
**SMILES string**: Oc1cocn1
**Maximum force**: 0.65 eV/A
**M**: 85.06 g/mol

```
9
Properties=species:S:1:pos:R:3:lowdin_charge:R:1
O -1.2361 0.3600 -1.5760 0.08
C -0.3125 0.0947 -0.6296 -0.41
C -0.5229 -0.5657 0.5310 -0.05
O 0.6120 -0.4151 1.2800 0.03
C 1.4372 0.2805 0.4871 -0.19
N 0.9607 0.6044 -0.6712 0.17
H -2.0523 0.3764 -1.0599 0.11
H -1.2781 -1.2579 0.8605 0.13
H 2.4030 0.5266 0.9001 0.14
```


# 12
Formula: C3H3NO2
Source: the Open Molecules 2025 dataset
Level of theory: ωB97M-V/def2-TZVPD

**Spin multiplicity**: 1
**Energy above the lowest of the compared OMol25 structures with the same formula, charge and spin**: 464.1 kJ/mol
**Maximum force**: 1.16 eV/A
**M**: 85.06 g/mol

```
9
Properties=species:S:1:pos:R:3:lowdin_charge:R:1
O 1.5682 -0.1062 -0.0510 0.14
C 0.6946 0.8374 -0.2970 -0.68
C 0.7387 2.0275 -1.0365 0.26
O -0.5250 0.8536 -0.0548 0.04
C -1.4970 -1.8643 0.5138 -0.01
N -0.3806 -2.1423 0.5671 0.08
H 1.0948 -0.9000 0.2836 0.07
H 0.8033 2.9081 -0.3864 0.04
H -2.5316 -1.5884 0.4643 0.08
```